A 2-piece molecular cluster, CH4FINP overall. Source: the OMol25 dataset; level of theory: ωB97M-V with the def2-TZVPD basis set.

Summary:
LUMO energy	-0.17	eV
structure (SMILES)	C/N=P\F.I
energy above the lowest of the compared OMol25 structures with the same formula, charge and spin	39.11	kcal/mol
Kohn-Sham gap	9.81	eV

Each line ends with the Löwdin charge.
CARTESIAN COORDINATES (ANGSTROEM)
C (0.1859, -0.2207, 1.9071)  -0.20
N (-0.9902, 0.0582, 1.1173)  -0.40
P (-1.3506, -0.0159, -0.3341)  0.84
F (-0.0746, -0.8300, -1.0384)  -0.45
H (0.8420, -1.1811, 1.4746)  0.14
H (0.8140, 0.5771, 1.9179)  0.03
H (-0.1902, -0.3005, 2.8529)  0.03
I (0.9623, 0.5516, -4.4298)  0.29
H (-0.1987, 1.3614, -3.4674)  -0.28